[1]
{
  "formula": "C29H28NOSScSi",
  "method": "the ωB97M-V functional and the def2-TZVPD basis",
  "species": ["Sc", "C", "C", "C", "C", "C", "C", "H", "H", "H", "H", "H", "H", "O", "H", "H", "S", "C", "N", "C", "C", "C", "C", "H", "H", "H", "H", "H", "C", "C", "C", "C", "C", "C", "Si", "C", "C", "C", "C", "C", "C", "C", "C", "C", "C", "C", "C", "H", "H", "H", "H", "H", "H", "H", "H", "H", "H", "H", "H", "H", "H", "H"],
  "positions_angstrom": [[0.065, 0.338, 0.108], [-2.437, 0.032, -0.990], [-2.434, -0.941, 0.014], [-2.229, -0.573, 1.342], [-2.026, 0.769, 1.671], [-2.030, 1.744, 0.670], [-2.237, 1.374, -0.663], [-2.616, -0.250, -2.020], [-2.612, -1.980, -0.235], [-2.239, -1.323, 2.122], [-1.867, 1.053, 2.703], [-1.876, 2.786, 0.923], [-2.254, 2.133, -1.436], [0.787, -0.801, -1.571], [0.580, -1.702, -1.855], [1.726, -0.602, -1.850], [0.951, -0.804, 2.126], [2.612, -0.368, 1.845], [3.236, 0.304, 2.774], [4.483, 0.989, 2.725], [5.215, 1.168, 1.633], [4.983, 0.542, 0.299], [3.245, -0.710, 0.552], [2.691, 0.510, 3.606], [4.733, 1.436, 3.674], [6.109, 1.764, 1.762], [5.761, 0.811, -0.410], [2.660, -1.489, 0.068], [4.797, -1.845, -1.806], [4.053, -0.735, -2.388], [3.524, 0.326, -1.756], [3.502, 0.627, -0.273], [4.765, -0.983, 0.562], [5.146, -1.938, -0.522], [2.154, 2.032, 0.004], [2.469, 3.107, 1.505], [3.556, 3.985, 1.589], [3.755, 4.788, 2.699], [2.869, 4.727, 3.767], [1.781, 3.869, 3.713], [1.588, 3.078, 2.588], [1.952, 3.066, -1.562], [0.993, 2.669, -2.502], [0.771, 3.359, -3.684], [1.526, 4.490, -3.953], [2.484, 4.915, -3.044], [2.692, 4.213, -1.867], [5.130, -2.612, -2.491], [3.987, -0.737, -3.471], [3.134, 1.111, -2.400], [5.169, -1.324, 1.512], [5.740, -2.790, -0.213], [4.280, 4.039, 0.783], [4.601, 5.462, 2.735], [3.023, 5.353, 4.636], [1.081, 3.831, 4.538], [0.723, 2.415, 2.565], [0.396, 1.768, -2.326], [0.024, 3.023, -4.391], [1.367, 5.041, -4.870], [3.069, 5.800, -3.255], [3.439, 4.583, -1.178]],
  "multiplicity": 1,
  "orbital_gap_ev": 6.973,
  "charge": 2,
  "homo_ev": -13.825,
  "total_energy_ev": -73463.99977
}

[2]
{
  "formula": "C29H29AlN10O3PSTe",
  "method": "the ωB97M-V functional and the def2-TZVPD basis",
  "species": ["Al", "C", "N", "C", "C", "N", "C", "P", "C", "N", "C", "C", "N", "C", "C", "N", "C", "C", "N", "C", "H", "H", "H", "H", "H", "H", "H", "H", "H", "H", "H", "H", "H", "H", "H", "Te", "C", "C", "C", "C", "S", "H", "H", "H", "O", "C", "N", "C", "O", "C", "C", "C", "C", "C", "C", "H", "H", "H", "H", "C", "N", "C", "C", "C", "N", "C", "O", "N", "H", "H", "H", "H", "H", "H", "H"],
  "positions_angstrom": [[0.888, -0.527, 0.290], [2.112, 2.395, -4.141], [1.340, 1.916, -3.001], [0.040, 2.244, -2.727], [-0.323, 1.544, -1.616], [0.759, 0.814, -1.195], [1.744, 1.039, -2.064], [3.371, 0.231, -2.017], [3.642, 0.503, -0.232], [2.724, 0.243, 0.688], [3.276, 0.532, 1.903], [4.550, 0.974, 1.708], [4.772, 0.943, 0.356], [5.986, 1.400, -0.312], [2.725, -1.470, -1.841], [1.808, -1.812, -0.948], [1.557, -3.143, -1.111], [2.336, -3.609, -2.126], [3.070, -2.543, -2.579], [4.048, -2.583, -3.660], [1.530, 3.159, -4.648], [2.307, 1.581, -4.837], [3.052, 2.830, -3.810], [-0.521, 2.918, -3.350], [-1.307, 1.493, -1.142], [2.728, 0.401, 2.819], [5.306, 1.302, 2.399], [6.805, 1.373, 0.401], [5.860, 2.418, -0.676], [6.223, 0.741, -1.144], [0.842, -3.661, -0.495], [2.431, -4.588, -2.562], [4.007, -3.564, -4.123], [5.052, -2.414, -3.275], [3.811, -1.832, -4.410], [-3.730, 1.092, 0.171], [-4.444, 3.055, 0.392], [-5.720, 3.530, 0.484], [-5.797, 4.947, 0.636], [-4.580, 5.550, 0.656], [-3.337, 4.380, 0.456], [-6.584, 2.882, 0.449], [-6.726, 5.492, 0.728], [-4.362, 6.601, 0.753], [-1.439, -1.724, 2.083], [-1.702, -1.732, 0.849], [-0.879, -1.301, -0.119], [-1.499, -1.541, -1.372], [-0.958, -1.348, -2.431], [-2.840, -2.134, -1.097], [-3.853, -2.525, -1.944], [-4.999, -3.053, -1.356], [-5.111, -3.186, 0.026], [-4.081, -2.792, 0.874], [-2.956, -2.265, 0.277], [-3.770, -2.407, -3.016], [-5.826, -3.359, -1.983], [-6.021, -3.595, 0.444], [-4.167, -2.871, 1.948], [0.430, -2.470, 4.408], [0.125, -1.156, 3.858], [-0.475, -0.176, 4.581], [-0.825, 1.011, 4.043], [-0.494, 1.252, 2.671], [0.050, 0.281, 1.953], [0.132, -1.015, 2.471], [0.982, -1.706, 1.762], [-0.618, 2.469, 2.130], [0.370, -2.415, 5.492], [1.434, -2.767, 4.115], [-0.282, -3.209, 4.041], [-0.635, -0.399, 5.627], [-1.304, 1.773, 4.636], [-1.191, 3.126, 2.641], [-0.872, 2.457, 1.144]],
  "multiplicity": 1,
  "orbital_gap_ev": 4.687,
  "charge": 1,
  "homo_ev": -7.463,
  "total_energy_ev": -85602.70421
}

[3]
{
  "formula": "C29H29AsClCuO4",
  "method": "the ωB97M-V functional and the def2-TZVPD basis",
  "species": ["Cu", "C", "C", "O", "C", "C", "H", "H", "H", "H", "H", "H", "H", "H", "H", "H", "O", "As", "C", "C", "C", "C", "C", "C", "C", "C", "C", "C", "C", "C", "C", "C", "C", "C", "C", "C", "H", "H", "H", "H", "H", "H", "H", "H", "H", "H", "H", "H", "H", "H", "H", "Cl", "C", "C", "C", "C", "C", "C", "C", "O", "O", "H", "H", "H", "H"],
  "positions_angstrom": [[1.326, 1.048, -0.034], [4.219, 0.778, 2.171], [4.512, 0.336, 0.750], [3.803, 1.196, -0.124], [4.209, 1.137, -1.482], [3.996, -0.235, -2.115], [4.803, 0.197, 2.885], [3.158, 0.639, 2.382], [4.460, 1.834, 2.285], [4.194, -0.701, 0.603], [5.586, 0.403, 0.537], [5.264, 1.428, -1.558], [3.602, 1.893, -1.979], [4.767, -0.941, -1.804], [4.019, -0.156, -3.202], [3.026, -0.628, -1.807], [1.523, -0.583, 0.657], [-0.064, -1.055, 0.595], [-0.041, -2.795, 1.456], [1.220, -3.337, 1.687], [1.349, -4.580, 2.288], [0.217, -5.289, 2.661], [-1.042, -4.747, 2.444], [-1.173, -3.501, 1.850], [-1.307, 0.028, 1.612], [-0.794, 1.054, 2.396], [-1.652, 1.853, 3.135], [-3.019, 1.621, 3.091], [-3.532, 0.599, 2.305], [-2.677, -0.199, 1.561], [-0.769, -1.390, -1.183], [-0.139, -0.845, -2.296], [-0.657, -1.064, -3.562], [-1.812, -1.817, -3.718], [-2.440, -2.366, -2.609], [-1.914, -2.162, -1.343], [2.094, -2.769, 1.395], [2.335, -4.990, 2.466], [0.315, -6.261, 3.126], [-1.926, -5.294, 2.744], [-2.160, -3.073, 1.721], [0.274, 1.240, 2.402], [-1.252, 2.662, 3.730], [-3.691, 2.245, 3.666], [-4.599, 0.430, 2.259], [-3.086, -0.967, 0.916], [0.736, -0.221, -2.158], [-0.164, -0.637, -4.425], [-2.224, -1.977, -4.706], [-3.340, -2.954, -2.730], [-2.392, -2.618, -0.485], [-5.231, 3.059, -2.888], [-3.649, 3.215, -2.188], [-3.118, 4.476, -1.967], [-1.853, 4.593, -1.412], [-1.108, 3.463, -1.090], [-1.668, 2.216, -1.317], [-2.935, 2.075, -1.860], [0.294, 3.656, -0.520], [0.550, 4.737, -0.018], [1.147, 2.687, -0.651], [-3.692, 5.356, -2.224], [-1.425, 5.567, -1.217], [-1.098, 1.341, -1.065], [-3.357, 1.094, -2.037]],
  "multiplicity": 1,
  "orbital_gap_ev": 8.663,
  "homo_ev": -8.430,
  "total_energy_ev": -156734.14939
}

The records above give, respectively, ΔE to the lowest compared entry with this formula, charge and spin values of 2.5966, 0.0000, 0.4646 eV.